ORCA calculation (ωB97M-V/def2-TZVPD) on a 9-piece molecular cluster, C59H52ClNO21S overall.

Last column: Löwdin charge in e.
Geometry (Å):
C1 -7.12 2.08 4.34  -0.1065
C2 -6.04 1.15 4.95  -0.2505
C3 -5.03 1.83 5.91  -0.1964
C4 -4.46 3.18 5.41  -0.2185
N1 -3.95 2.96 4.04  0.0438
C5 -3.32 4.15 3.42  -0.3885
C6 -3.47 3.89 1.91  -0.1182
C7 -2.82 2.58 1.46  -0.1656
C8 -3.12 2.32 -0.06  -0.1823
C9 -2.05 2.94 -0.98  -0.2546
S1 -0.84 1.70 -1.49  0.3367
O1 0.17 1.45 -0.50  -0.3496
O2 -1.47 0.50 -1.93  -0.3413
Cl1 0.16 2.50 -3.12  0.4038
C10 -3.71 5.56 3.93  -0.0701
O3 -2.48 6.12 4.40  0.0363
C11 -1.74 5.00 4.78  -0.5702
O4 -1.18 4.88 5.76  0.2394
O5 -1.90 4.12 3.74  0.0879
H1 -8.09 2.03 4.85  0.0660
H2 -6.82 3.14 4.26  0.0510
H3 -7.30 1.74 3.31  0.0681
H4 -5.55 0.57 4.15  0.0943
H5 -6.58 0.40 5.55  0.0992
H6 -5.41 1.92 6.93  0.1104
H7 -4.17 1.14 5.99  0.1095
H8 -3.64 3.46 6.09  0.1235
H9 -5.29 3.89 5.43  0.0989
H10 -3.17 2.30 4.15  0.1283
H11 -2.97 4.76 1.43  0.0956
H12 -4.52 3.93 1.59  0.1098
H13 -3.17 1.69 2.00  0.1103
H14 -1.73 2.64 1.58  0.1191
H15 -3.20 1.23 -0.17  0.1078
H16 -4.08 2.80 -0.30  0.1170
H17 -2.48 3.37 -1.89  0.1065
H18 -1.53 3.75 -0.46  0.0772
H19 -3.99 6.09 3.01  0.1064
H20 -4.61 5.69 4.54  0.1323
O6 2.44 5.40 -4.89  0.0980
C12 3.42 5.23 -4.19  -0.3885
C13 3.38 4.32 -3.02  -0.0048
C14 4.45 4.13 -2.25  0.0271
C15 5.73 4.84 -2.53  -0.3796
O7 6.70 4.67 -1.83  0.1172
C16 5.76 5.76 -3.69  0.0238
C17 4.69 5.94 -4.46  0.0196
H21 2.44 3.81 -2.84  0.0520
H22 4.44 3.47 -1.40  0.1160
H23 6.70 6.27 -3.88  0.1224
H24 4.70 6.60 -5.32  0.1214
O8 -1.38 5.80 0.77  0.0785
C18 -0.23 6.20 0.81  -0.3492
C19 0.75 5.90 -0.26  0.0344
C20 2.00 6.34 -0.20  0.0379
C21 2.47 7.17 0.94  -0.3762
O9 3.61 7.58 1.00  0.1210
C22 1.49 7.48 2.01  0.0330
C23 0.24 7.03 1.95  0.0336
H25 0.39 5.29 -1.08  0.1110
H26 2.73 6.13 -0.96  0.1041
H27 1.84 8.08 2.84  0.1264
H28 -0.50 7.24 2.72  0.1195
O10 1.27 -4.02 -1.91  0.0955
C24 0.90 -3.56 -0.85  -0.3981
C25 0.26 -2.22 -0.78  0.0221
C26 -0.14 -1.71 0.38  0.0266
C27 0.02 -2.46 1.65  -0.3790
O11 -0.36 -2.00 2.71  0.1069
C28 0.65 -3.80 1.58  0.0288
C29 1.06 -4.31 0.42  0.0145
H29 0.15 -1.69 -1.72  0.1162
H30 -0.60 -0.74 0.45  0.0971
H31 0.76 -4.33 2.51  0.1240
H32 1.53 -5.28 0.34  0.1065
O12 -5.95 5.90 1.53  0.0936
C30 -6.47 6.92 1.12  -0.3668
C31 -6.10 8.25 1.66  0.0248
C32 -6.67 9.36 1.21  0.0268
C33 -7.71 9.32 0.15  -0.3839
O13 -8.23 10.33 -0.26  0.1149
C34 -8.08 7.99 -0.39  0.0251
C35 -7.51 6.88 0.06  0.0231
H33 -5.34 8.26 2.43  0.1188
H34 -6.41 10.34 1.59  0.1246
H35 -8.84 7.98 -1.16  0.1240
H36 -7.76 5.90 -0.32  0.1226
O14 5.34 -4.15 0.49  0.0891
C36 5.30 -2.95 0.35  -0.3520
C37 4.06 -2.27 -0.10  0.0405
C38 4.01 -0.95 -0.25  0.0414
C39 5.18 -0.10 0.03  -0.3750
O15 5.13 1.11 -0.11  0.1057
C40 6.43 -0.77 0.48  0.0304
C41 6.48 -2.09 0.63  0.0306
H37 3.21 -2.91 -0.30  0.0925
H38 3.11 -0.45 -0.58  0.1208
H39 7.28 -0.13 0.68  0.1253
H40 7.38 -2.60 0.96  0.1222
O16 2.88 -9.42 -5.45  0.0984
C42 2.50 -8.95 -4.40  -0.3812
C43 1.86 -7.62 -4.33  -0.0021
C44 1.45 -7.11 -3.17  0.0230
C45 1.62 -7.85 -1.90  -0.3712
O17 1.24 -7.39 -0.84  0.0870
C46 2.26 -9.19 -1.97  0.0218
C47 2.67 -9.70 -3.13  0.0219
H41 1.75 -7.09 -5.26  0.1110
H42 0.98 -6.13 -3.10  0.1052
H43 2.37 -9.72 -1.03  0.1203
H44 3.13 -10.67 -3.20  0.1212
O18 -4.55 -10.75 -6.11  0.1089
C48 -3.60 -10.00 -5.99  -0.3863
C49 -2.22 -10.45 -6.30  0.0244
C50 -1.18 -9.63 -6.16  0.0309
C51 -1.36 -8.24 -5.70  -0.3570
O19 -0.40 -7.49 -5.58  0.0870
C52 -2.73 -7.78 -5.39  0.0259
C53 -3.77 -8.60 -5.52  0.0223
H45 -2.11 -11.47 -6.63  0.1234
H46 -0.17 -9.94 -6.38  0.1231
H47 -2.84 -6.76 -5.05  0.1229
H48 -4.79 -8.29 -5.30  0.1224
O20 8.82 -5.62 3.02  0.1010
C54 8.45 -6.44 2.21  -0.3813
C55 9.05 -7.80 2.15  0.0171
C56 8.65 -8.70 1.26  0.0173
C57 7.57 -8.38 0.28  -0.3875
O21 7.20 -9.20 -0.53  0.0992
C58 6.97 -7.03 0.34  0.0267
C59 7.38 -6.13 1.23  0.0184
H49 9.84 -8.01 2.87  0.1201
H50 9.07 -9.69 1.20  0.1201
H51 6.19 -6.81 -0.38  0.1203
H52 6.95 -5.14 1.29  0.0801

Results
gap between HOMO and LUMO = 7.631 eV
SMILES = CCCCN[C@@]1(CCCCS(=O)(=O)Cl)COC(=O)O1.O=C1C=CC(=O)C=C1.O=C1C=CC(=O)C=C1.O=C1C=CC(=O)C=C1.O=C1C=CC(=O)C=C1.O=C1C=CC(=O)C=C1.O=C1C=CC(=O)C=C1.O=C1C=CC(=O)C=C1.O=C1C=CC(=O)C=C1
E_LUMO = -1.98 eV
calculated total energy = -129861.37520 eV

---

ORCA calculation (ωB97M-V/def2-TZVPD) on an isolated ion of composition C6H12N and charge +1.

Last column: Löwdin charge in e.
Geometry (Å):
C1 1.42 -0.09 1.78  0.1419
C2 0.83 0.57 0.76  -0.3689
C3 1.14 1.96 0.53  -0.0527
N1 -0.10 -0.08 -0.01  -0.0692
C4 -1.17 0.63 -0.57  -0.0312
C5 -0.14 -1.57 -0.42  0.0796
C6 -1.12 -2.03 -1.28  -0.0743
H1 1.36 -1.10 2.03  0.0555
H2 2.03 0.48 2.46  0.0905
H3 0.51 2.83 1.09  0.1617
H4 0.91 2.32 -0.44  0.0673
H5 2.08 2.32 0.80  0.0759
H6 -2.03 0.18 0.04  0.1545
H7 -1.19 0.32 -1.65  0.1153
H8 -1.04 1.69 -0.35  0.1002
H9 0.68 -2.22 0.02  0.1607
H10 -2.12 -1.65 -1.10  0.1015
H11 -0.93 -3.15 -1.44  0.1457
H12 -1.10 -1.44 -2.26  0.1459

Results
ΔE to the lowest compared entry with this formula, charge and spin = 85.2 kcal per mole
gap between HOMO and LUMO (spin up / spin down) = 7.570 / 7.575 eV
charge = +1
SMILES = C=C(C)/[N+](C)=C/C
E_LUMO (spin up / spin down) = -5.66 / -5.66 eV
calculated total energy = -7896.36688 eV

---

ORCA calculation (ωB97M-V/def2-TZVPD) on C24H27FFeOS5 as an isolated structure.

Last column: Löwdin spin population.
Geometry (Å):
Fe1 -0.09 -0.91 0.78  0.9549
C1 -0.38 1.81 -1.13  -0.0024
C2 -1.19 2.07 0.13  0.0019
S1 -1.96 0.49 0.60  0.0164
C3 -2.52 0.77 2.30  0.0008
C4 -2.51 -0.58 3.01  -0.0028
S2 -0.92 -1.46 2.93  -0.0068
C5 0.12 -0.47 4.06  -0.0022
C6 0.90 0.66 3.41  0.0000
S3 1.75 -0.04 1.97  0.0045
C7 2.25 1.42 1.03  0.0027
C8 2.27 1.04 -0.45  -0.0014
S4 0.72 0.35 -1.08  -0.0057
H1 0.23 2.69 -1.39  -0.0001
H2 -1.04 1.63 -1.98  -0.0003
H3 -1.97 2.81 -0.07  -0.0002
H4 -0.58 2.42 0.95  -0.0001
H5 -3.53 1.18 2.29  0.0001
H6 -1.85 1.48 2.79  0.0000
H7 -3.21 -1.27 2.54  0.0000
H8 -2.79 -0.48 4.06  -0.0003
H9 0.81 -1.19 4.51  -0.0002
H10 -0.52 -0.10 4.87  -0.0001
H11 1.63 1.06 4.12  0.0006
H12 0.25 1.46 3.07  0.0001
H13 3.24 1.74 1.34  0.0007
H14 1.55 2.23 1.22  0.0000
H15 3.00 0.26 -0.64  0.0000
H16 2.54 1.90 -1.07  -0.0004
C9 -5.92 -8.69 0.43  0.0001
C10 -4.77 -7.73 0.43  0.0005
O1 -3.73 -7.90 -0.14  0.0001
S5 -5.12 -6.23 1.38  0.0010
C11 -3.67 -5.28 1.04  0.0054
C12 -2.41 -5.74 1.42  -0.0009
C13 -1.29 -4.98 1.16  0.0045
C14 -1.41 -3.74 0.52  0.0033
C15 -2.68 -3.28 0.15  0.0078
C16 -3.80 -4.06 0.40  -0.0008
C17 -0.24 -2.93 0.27  0.0260
C18 0.91 -2.60 -0.05  0.0011
H17 -5.56 -9.68 0.19  0.0000
H18 -6.64 -8.37 -0.32  0.0000
H19 -6.43 -8.69 1.40  0.0000
H20 -2.32 -6.69 1.92  -0.0001
H21 -0.31 -5.33 1.44  0.0001
H22 -2.77 -2.33 -0.35  0.0018
H23 -4.78 -3.72 0.08  -0.0002
F1 5.98 -2.19 -2.25  -0.0010
C19 4.75 -2.31 -1.72  -0.0031
C20 4.63 -2.45 -0.35  0.0006
C21 3.36 -2.56 0.20  -0.0027
C22 2.23 -2.54 -0.62  -0.0006
C23 2.39 -2.42 -2.01  -0.0031
C24 3.65 -2.30 -2.56  0.0004
H24 5.52 -2.47 0.27  0.0001
H25 3.25 -2.67 1.27  -0.0002
H26 1.52 -2.42 -2.65  -0.0001
H27 3.80 -2.21 -3.63  0.0001

Results
ΔE to the lowest compared entry with this formula, charge and spin = 0.7 kcal per mole
gap between HOMO and LUMO (spin up / spin down) = 8.204 / 7.928 eV
⟨S²⟩ = 0.80
charge = +1
spin multiplicity = 2
E_LUMO (spin up / spin down) = -2.20 / -2.29 eV
calculated total energy = -118648.39615 eV

---

ORCA calculation (ωB97M-V/def2-TZVPD) on a 2-piece molecular cluster, C3H2Cl3N2O4S overall.

Last column: Löwdin charge in e.
Geometry (Å):
C1 -0.78 0.20 -0.21  -0.5531
C2 -1.94 0.34 -1.32  -0.4790
C3 2.49 -1.15 0.85  -1.6852
N1 0.26 1.00 -0.49  -0.0898
N2 -3.09 -0.22 -0.92  0.1334
O1 -0.91 -0.61 0.65  0.0169
O2 -1.90 0.93 -2.37  0.0520
O3 0.95 1.46 1.97  -0.3521
O4 2.45 2.01 0.07  -0.3615
S1 1.39 1.20 0.62  0.6306
Cl1 3.13 -1.18 -0.73  0.5196
Cl2 1.41 -2.49 1.23  0.4972
Cl3 3.70 -0.93 2.12  0.4539
H1 -3.34 -0.57 0.08  0.1543
H2 -3.82 -0.03 -1.53  0.0629

Results
ΔE to the lowest compared entry with this formula, charge and spin = 0.4 kcal per mole
gap between HOMO and LUMO (spin up / spin down) = 7.622 / 7.626 eV
charge = -1
E_LUMO (spin up / spin down) = 2.87 / 2.87 eV
calculated total energy = -62716.29611 eV

---

ORCA calculation (ωB97M-V/def2-TZVPD) on a 2-piece molecular cluster, C22H35F9N2O5PS2 overall.

Last column: Löwdin charge in e.
Geometry (Å):
C1 1.13 -2.35 4.32  -0.0502
C2 0.19 -2.46 3.13  -0.1760
C3 0.58 -1.49 2.05  -0.2643
F1 1.92 -1.50 1.75  0.0463
N1 -0.16 -1.60 0.77  0.1404
C4 -0.93 -0.56 0.32  -0.1947
F2 -1.09 0.55 0.98  0.1765
C5 -1.51 -0.91 -0.87  -0.0492
C6 -2.48 -0.02 -1.61  -0.0770
C7 -2.01 0.71 -2.89  -0.1486
C8 -1.43 2.10 -2.66  -0.3508
C9 -0.28 2.16 -1.64  -0.0367
C10 -1.01 2.72 -4.01  -0.1538
C11 0.32 2.17 -4.58  -0.1851
C12 1.43 3.17 -4.49  -0.0914
C13 2.52 3.04 -3.74  -0.3506
C14 2.99 1.73 -3.17  -0.0596
C15 3.38 4.24 -3.41  -0.0514
N2 -1.05 -2.20 -1.13  0.1505
C16 -1.44 -2.98 -2.30  -0.3900
F3 -1.74 -4.21 -1.87  0.1589
F4 -2.55 -2.46 -2.81  0.1923
C17 -0.38 -3.14 -3.48  -0.3377
F5 -0.98 -2.77 -4.62  0.1801
F6 -0.04 -4.41 -3.60  0.1803
C18 0.92 -2.29 -3.42  -0.5693
F7 0.66 -1.02 -3.61  0.1941
F8 1.72 -2.71 -4.37  0.2234
F9 1.57 -2.41 -2.25  0.1609
C19 -0.27 -2.62 -0.09  -0.1913
P1 0.49 -4.28 0.19  0.1807
O1 1.78 -4.05 1.09  -0.1526
O2 1.00 -4.87 -1.19  -0.1598
S1 -0.81 -5.38 1.02  0.4685
H1 0.89 -3.10 5.06  0.0924
H2 1.08 -1.37 4.77  0.0697
H3 2.15 -2.53 3.99  0.0808
H4 -0.83 -2.22 3.44  0.1326
H5 0.17 -3.50 2.79  0.0483
H6 0.36 -0.50 2.42  0.1378
H7 -3.34 -0.63 -1.88  0.1162
H8 -2.84 0.72 -0.90  0.1331
H9 -1.35 0.06 -3.47  0.0988
H10 -2.90 0.83 -3.50  0.1252
H11 -2.24 2.74 -2.31  0.1372
H12 0.20 1.20 -1.48  0.0657
H13 0.48 2.86 -1.97  0.0726
H14 -0.65 2.56 -0.70  0.0766
H15 -1.79 2.46 -4.72  0.1099
H16 -0.93 3.79 -3.92  0.1179
H17 0.20 1.85 -5.61  0.1169
H18 0.64 1.29 -4.04  0.0650
H19 1.33 4.05 -5.11  0.1164
H20 4.07 1.72 -3.11  0.0774
H21 2.68 0.87 -3.77  0.0642
H22 2.63 1.56 -2.15  0.0739
H23 2.99 4.70 -2.51  0.0815
H24 3.37 4.93 -4.25  0.0804
H25 4.39 3.92 -3.20  0.0697
H26 2.41 -3.41 0.72  0.1016
H27 1.90 -4.58 -1.40  0.0976
O3 0.36 0.58 7.05  -0.2700
S2 -1.04 0.55 6.76  0.5680
O4 -1.56 -0.50 5.92  -0.2884
O5 -1.46 1.95 6.14  -0.2543
C20 -0.67 2.45 5.04  -0.2366
C21 -0.99 1.72 3.75  -0.0811
C22 -1.98 0.64 8.23  -0.1118
H28 0.39 2.36 5.29  0.1177
H29 -0.90 3.50 4.96  0.1272
H30 -0.67 0.68 3.82  0.0408
H31 -0.48 2.19 2.91  0.0796
H32 -2.06 1.72 3.57  0.0939
H33 -1.61 1.47 8.83  0.0806
H34 -1.85 -0.30 8.76  0.0825
H35 -3.03 0.78 7.97  0.0797

Results
gap between HOMO and LUMO = 6.945 eV
charge = +1
E_LUMO = -3.86 eV
calculated total energy = -92010.81103 eV

---

ORCA calculation (ωB97M-V/def2-TZVPD) on a 2-piece molecular cluster, C11H13ClN2 overall.

Last column: Löwdin charge in e.
Geometry (Å):
C1 -3.70 1.28 0.12  -0.0749
C2 -3.48 0.17 -0.72  -0.0664
C3 -2.67 1.88 0.78  -0.1081
C4 -2.21 -0.29 -0.87  -0.0733
C5 -1.38 1.60 0.42  -0.0354
C6 -1.13 0.52 -0.44  -0.2636
C7 0.46 -3.12 -0.97  -0.1076
C8 0.03 -2.15 -0.19  -0.5913
C9 2.32 0.63 0.13  -0.3329
C10 3.37 1.70 0.16  -0.0001
C11 2.53 -0.76 0.67  -0.0397
N1 1.13 0.84 -0.28  0.0538
N2 0.15 0.03 -0.65  0.0524
Cl1 -0.97 -2.46 1.23  0.5847
H1 -4.67 1.55 0.39  0.0792
H2 -4.12 -0.47 -1.26  0.0956
H3 -2.72 2.68 1.50  0.1081
H4 -2.09 -1.19 -1.39  0.0894
H5 -0.72 2.25 0.98  0.1069
H6 0.27 -4.24 -0.91  0.0893
H7 1.07 -2.80 -1.75  0.0277
H8 3.75 1.66 1.08  0.0327
H9 4.06 1.31 -0.52  0.0710
H10 2.84 2.58 -0.18  0.0942
H11 1.87 -1.00 1.49  0.0759
H12 2.56 -1.47 -0.08  0.0397
H13 3.46 -0.74 1.27  0.0929

Results
ΔE to the lowest compared entry with this formula, charge and spin = 142.7 kcal per mole
gap between HOMO and LUMO (spin up / spin down) = 7.128 / 7.244 eV
E_LUMO (spin up / spin down) = -0.60 / -0.29 eV
calculated total energy = -27114.30650 eV

---

ORCA calculation (ωB97M-V/def2-TZVPD) on an isolated ion of composition C3H2N2O4P and charge -1.

Last column: Löwdin charge in e.
Geometry (Å):
C1 -0.92 -1.98 1.03  0.0463
C2 -0.20 0.04 -0.11  -0.5810
C3 -0.44 1.86 1.36  -0.5388
N1 -1.08 -0.61 0.78  -0.1408
N2 0.19 1.31 0.31  0.1182
O1 -2.97 1.30 0.27  -0.3527
O2 0.28 -0.32 -1.16  0.0769
O3 -0.07 2.81 1.98  0.0599
O4 -2.51 0.99 2.80  -0.3244
P1 -2.04 0.99 1.42  0.4712
H1 -0.08 -2.32 0.35  -0.0161
H2 1.19 1.60 0.29  0.1813

Results
ΔE to the lowest compared entry with this formula, charge and spin = 28.8 kcal per mole
gap between HOMO and LUMO = 8.779 eV
charge = -1
E_LUMO = 3.42 eV
calculated total energy = -23603.81978 eV

---

ORCA calculation (ωB97M-V/def2-TZVPD) on a 2-piece molecular cluster, C7H15BClNO7 overall.

Last column: Löwdin charge in e.
Geometry (Å):
C1 2.50 1.56 0.01  -0.0555
C2 1.64 0.63 -0.84  -0.2001
O1 0.54 0.15 -0.05  0.1305
B1 -0.19 -0.89 -0.46  -0.7604
O2 -0.15 -1.37 -1.74  0.2223
O3 -1.01 -1.56 0.49  0.2473
C3 -2.33 -1.43 0.42  -0.5742
O4 -3.12 -2.22 0.82  0.1617
O5 -2.64 -0.24 -0.15  -0.0069
C4 -3.99 -0.01 -0.48  -0.6632
Cl1 -4.48 -1.06 -1.85  0.6885
C5 -4.13 1.45 -0.85  -0.2418
C6 -3.28 1.88 -2.05  -0.0963
H1 2.81 2.43 -0.57  0.0751
H2 3.40 1.06 0.35  0.0429
H3 1.93 1.91 0.87  0.0823
H4 2.23 -0.23 -1.17  0.1222
H5 1.26 1.13 -1.73  0.1248
H6 -0.36 -2.30 -1.80  0.1241
H7 -4.62 -0.29 0.35  0.1182
H8 -3.84 2.01 0.04  0.1173
H9 -5.19 1.62 -1.03  0.1099
H10 -3.90 2.11 -2.91  0.0714
H11 -2.58 1.10 -2.35  0.0641
H12 -2.70 2.76 -1.82  0.0726
C7 4.25 -1.65 3.16  0.0495
N1 5.06 -1.21 1.99  -0.4452
O6 6.26 -1.19 2.10  0.0781
O7 4.44 -0.88 1.00  0.0464
H13 4.93 -1.90 3.97  0.0933
H14 3.59 -0.83 3.43  0.1011
H15 3.67 -2.51 2.84  0.1004

Results
ΔE to the lowest compared entry with this formula, charge and spin = 0.0 kcal per mole
gap between HOMO and LUMO = 11.009 eV
SMILES = CCOB(O)OC(=O)O[C@H](Cl)CC.C[N+](=O)[O-]
E_LUMO = 0.14 eV
calculated total energy = -36525.11369 eV